Record 1
# C7H11BaN7O3S2

A molecular structure, C7H11BaN7O3S2 (ωB97M-V with the def2-TZVPD basis set, the Open Molecules 2025 dataset).

Calculated values
**Total charge**: 0
**Kohn-Sham gap**: 6.2 eV

Each line ends with the Mulliken charge.
Atoms and positions in Å:
Ba1 -0.692 -0.139 0.817  1.509
S1 -3.354 -1.333 1.010  -0.365
C1 -3.189 -1.652 -0.709  0.314
C2 -4.293 -1.234 -1.534  -0.086
N1 -5.188 -0.898 -2.175  -0.441
C3 -2.114 -2.251 -1.312  0.032
S2 -0.674 -2.805 -0.454  -0.352
C4 -2.096 -2.433 -2.735  -0.159
N2 -2.028 -2.600 -3.872  -0.467
N3 2.024 -1.288 -0.660  -0.374
N4 2.498 -2.418 0.029  -0.179
C5 2.078 -2.659 1.292  0.634
N5 2.288 -3.871 1.791  -0.368
N6 1.473 -1.629 1.889  -0.728
N7 0.928 -1.820 3.116  1.391
O1 0.047 -1.000 3.392  -0.742
O2 1.288 -2.677 3.902  -0.714
H1 1.290 -1.610 -1.293  0.153
H2 2.802 -0.872 -1.158  0.260
H3 2.741 -3.226 -0.524  0.227
H4 2.485 -4.640 1.174  0.203
H5 2.013 -4.048 2.745  0.237
C6 0.776 4.114 3.767  -1.103
C7 -0.205 3.531 2.776  -0.268
O3 0.051 2.137 2.531  -0.402
H6 0.575 5.176 3.913  0.345
H7 1.800 4.001 3.414  0.283
H8 0.688 3.626 4.740  0.368
H9 -0.114 4.014 1.804  0.270
H10 -1.235 3.654 3.118  0.282
H11 0.075 1.679 3.381  0.240

Forces on atoms 1 to 6 (eV/Å):
Ba 0.01 0.07 -0.13
S -0.26 0.02 -0.16
C 0.24 0.08 0.23
C 0.04 -0.11 0.02
N 0.00 0.06 -0.01
C 0.14 0.20 0.32

=====

Record 2
# C33H28Cl2N3O4PSZr

A molecular structure, C33H28Cl2N3O4PSZr (ωB97M-V with the def2-TZVPD basis set, the Open Molecules 2025 dataset).

Calculated values
**Total charge**: +2
**Kohn-Sham gap**: 7.2 eV

Each line ends with the Mulliken charge.
Atoms and positions in Å:
Zr1 1.031 0.776 -0.931  0.258
C1 1.550 -3.320 0.779  -1.855
C2 1.013 -2.163 0.023  0.058
N1 1.203 -0.941 0.334  1.312
N2 2.146 -0.528 1.280  -1.163
C3 3.146 -0.033 0.574  1.017
O1 2.994 0.170 -0.732  -0.705
C4 4.428 0.297 1.190  0.183
C5 5.491 0.693 0.377  -0.165
C6 6.713 0.997 0.949  -0.839
C7 6.872 0.918 2.328  -0.389
C8 5.812 0.526 3.138  -0.782
C9 4.591 0.207 2.573  -0.315
C10 0.390 -2.281 -1.317  1.196
C11 -0.117 -3.454 -1.832  -1.028
C12 -0.527 -3.488 -3.161  -0.716
C13 -0.421 -2.344 -3.928  -0.825
C14 0.050 -1.185 -3.334  -0.230
N3 0.455 -1.144 -2.063  0.390
H1 2.506 -3.618 0.340  0.381
H2 1.722 -3.043 1.817  0.407
H3 0.880 -4.176 0.725  0.532
H4 5.356 0.747 -0.695  0.489
H5 7.546 1.292 0.325  0.438
H6 7.827 1.160 2.774  0.429
H7 5.946 0.466 4.209  0.437
H8 3.762 -0.105 3.193  0.515
H9 -0.176 -4.340 -1.216  0.398
H10 -0.917 -4.404 -3.584  0.504
H11 -0.710 -2.326 -4.969  0.496
H12 0.106 -0.259 -3.894  0.565
O2 -0.239 1.813 -2.370  -0.552
S1 -0.623 2.970 -1.463  1.499
O3 -0.341 4.262 -1.960  -0.616
O4 0.115 2.577 -0.197  -0.548
C15 -2.321 2.766 -1.061  0.535
C16 -3.203 3.775 -1.404  -0.452
C17 -4.534 3.659 -1.034  -0.704
C18 -4.956 2.544 -0.321  -0.788
C19 -4.055 1.538 0.012  -0.297
C20 -2.719 1.632 -0.353  -0.940
P1 -1.595 0.238 0.040  2.687
C21 -2.587 -1.146 -0.593  0.554
C22 -3.085 -2.179 0.200  -0.541
C23 -3.881 -3.166 -0.366  -0.786
C24 -4.200 -3.121 -1.716  -0.641
C25 -3.728 -2.079 -2.504  -0.756
C26 -2.920 -1.100 -1.948  -0.727
C27 -1.532 0.173 1.848  0.799
C28 -1.089 -0.966 2.524  -0.053
C29 -0.950 -0.951 3.903  -1.234
C30 -1.229 0.203 4.621  -0.770
C31 -1.651 1.344 3.956  -0.836
C32 -1.801 1.333 2.577  -0.916
H13 -2.847 4.645 -1.941  0.601
H14 -5.235 4.440 -1.295  0.446
H15 -5.991 2.451 -0.021  0.468
H16 -4.407 0.671 0.558  0.510
H17 -2.890 -2.211 1.262  0.517
H18 -4.271 -3.958 0.260  0.513
H19 -4.837 -3.882 -2.146  0.452
H20 -4.000 -2.019 -3.549  0.498
H21 -2.583 -0.274 -2.567  0.479
H22 -0.863 -1.879 1.990  0.409
H23 -0.625 -1.845 4.419  0.471
H24 -1.120 0.210 5.697  0.446
H25 -1.869 2.249 4.507  0.469
H26 -2.134 2.235 2.079  0.438
Cl1 2.760 2.605 -2.687  -0.079
C33 3.299 3.728 -1.400  -0.352
Cl2 2.937 3.130 0.221  -0.018
H27 2.763 4.657 -1.552  0.408
H28 4.372 3.832 -1.498  0.412

Forces on atoms 1 to 6 (eV/Å):
Zr -0.17 0.34 0.26
C -0.04 0.02 0.08
C -0.01 -0.04 -0.18
N 0.04 -0.27 -0.13
N 0.03 -0.07 0.01
C 0.22 0.01 -0.03

=====

Record 3
# C9H14

2 unconnected molecules or ions with the total composition C9H14 (ωB97M-V with the def2-TZVPD basis set, the Open Molecules 2025 dataset).

Calculated values
**Spin multiplicity**: 2
**Total charge**: -1
**Kohn-Sham gap (alpha / beta)**: 2.7 / 7.0 eV
**<S²>**: 0.7606

Each line ends with the Mulliken spin population.
Atoms and positions in Å:
C1 -1.197 2.101 1.647  -0.056
C2 -0.271 0.081 -1.469  0.376
C3 -0.004 1.112 -2.381  -0.159
C4 -0.690 0.470 -0.143  0.309
C5 -0.899 1.803 0.209  -0.137
C6 -0.159 2.443 -1.986  0.250
C7 -0.655 2.796 -0.721  0.186
H1 -0.188 -0.958 -1.760  0.061
H2 0.353 0.787 -3.355  -0.030
H3 -0.668 -0.242 0.676  0.075
H4 -0.073 3.105 -2.839  0.037
H5 -0.753 3.071 1.916  0.016
H6 -0.799 1.432 2.421  -0.001
H7 -0.612 3.816 -0.347  0.034
H8 -2.262 2.056 1.874  0.033
C8 1.235 -2.638 0.096  -0.002
C9 1.046 -3.325 1.447  0.073
H9 0.389 -1.971 -0.021  -0.033
H10 2.097 -1.988 -0.021  0.009
H11 1.238 -3.370 -0.708  -0.006
H12 0.368 -2.761 2.096  -0.009
H13 0.586 -4.306 1.294  -0.015
H14 1.918 -3.514 2.076  -0.013

Forces on atoms 1 to 6 (eV/Å):
C 0.00 0.58 0.77
C -0.16 0.75 -0.39
C -0.30 -1.05 1.46
C 0.07 -0.40 0.38
C 0.90 -1.13 -0.04
C 0.59 -0.63 -2.66

=====

Maximum force (computed, eV/A): 0.5; 0.6; 2.8
Energy relative to the best compared isomer or geometry (same formula, charge and spin) (computed, kJ/mol): 0.0; 0.0; 57.6